1.
# C4H15NO2

3 unconnected molecules or ions with the total composition C4H15NO2 in a non-equilibrium geometry (wB97M-V/def2-TZVPD, OMol25).

Summary:
- charge = +1
- Kohn-Sham gap (alpha / beta) (eV) = 9.59 / 4.07
- DFT total energy (eV) = -9967.1797
- HOMO (alpha / beta) (eV) = -12.93 / -12.93
- ⟨S²⟩ = 0.75
- LUMO (alpha / beta) (eV) = -3.34 / -8.85
- energy relative to the best compared isomer or geometry (same formula, charge and spin) (kJ/mol) = 63.6
- spin multiplicity = 2

Geometry (Å):
O (-2.8722, -2.9849, 2.3815)
O (-0.3183, -5.8718, 3.2874)
N (1.7035, 0.7086, -0.2500)
C (0.5099, 1.1962, -0.8604)
C (1.7080, 2.7976, -2.4773)
C (-0.6940, 3.1430, -1.7678)
C (0.6962, 2.6785, -1.3228)
H (2.4759, 2.0287, -2.4505)
H (0.2612, 0.5754, -1.7266)
H (-1.4507, 2.9120, -1.0113)
H (-0.6480, 4.2150, -1.9748)
H (-0.9993, 2.6248, -2.6763)
H (-3.2138, -2.1770, 2.7917)
H (2.1481, 3.7819, -2.5245)
H (-0.3404, 1.1034, -0.1797)
H (1.0123, 3.3029, -0.4784)
H (-0.7945, -6.3393, 2.5933)
H (2.1038, 1.4253, 0.3666)
H (1.2183, 2.6637, -3.4365)
H (-3.3428, -2.8951, 1.5415)
H (2.3841, 0.3998, -0.9441)
H (-1.0390, -5.4948, 3.8129)

Atomic forces in eV per Å
O -0.6 0.8 -0.4
O -0.4 0.1 0.1
N 0.0 2.3 -1.4
C -0.6 -1.8 -0.1
C -0.4 -0.5 0.0
C -0.2 -0.4 0.2
C 0.2 1.0 -0.4
H 0.4 0.2 0.1
H 0.2 0.1 0.1
H 0.1 0.4 0.0
H -0.1 -0.1 0.1
H 0.1 0.0 -0.1
H 0.3 -0.2 0.5
H 0.3 0.2 0.2
H 0.1 0.4 0.3
H 0.0 -0.3 0.1
H 0.1 -0.1 -0.1
H 0.1 -0.8 0.7
H -0.3 -0.1 -0.1
H 0.2 -0.6 -0.2
H 0.2 -0.7 0.4
H 0.3 0.0 -0.1

2.
# C11H9AsCuF22O5Pt

A molecular structure, C11H9AsCuF22O5Pt in a non-equilibrium geometry (wB97M-V/def2-TZVPD, OMol25).

Summary:
- charge = +1
- Kohn-Sham gap (alpha / beta) (eV) = 8.58 / 7.05
- DFT total energy (eV) = -190290.4594
- HOMO (alpha / beta) (eV) = -14.29 / -14.29
- ⟨S²⟩ = 2.01
- LUMO (alpha / beta) (eV) = -5.71 / -7.24
- energy relative to the best compared isomer or geometry (same formula, charge and spin) (kJ/mol) = 229.4
- spin multiplicity = 3

Geometry (Å):
Pt (0.8309, 1.6176, 1.1858)
As (2.4277, 4.8468, 2.6803)
Cu (4.4556, 3.4428, -0.3195)
F (3.1535, 6.2727, 3.4163)
F (-5.0467, 3.4906, 3.2219)
F (3.4767, 3.8699, 3.7617)
F (-3.4383, 2.0010, 3.1040)
F (-6.0039, 0.8067, 2.4208)
F (1.3176, -3.2579, -5.0211)
F (0.7365, -4.8113, -0.3542)
F (-1.2616, -1.8418, -0.8378)
F (0.6022, -3.1738, 1.0879)
F (3.4165, -3.0056, 0.9906)
F (-0.2504, -2.0071, -4.1341)
F (3.6686, 4.7655, 1.4259)
F (3.3054, -1.6672, -3.4781)
F (-2.9972, 0.2010, -1.6821)
F (3.4979, -4.5902, -0.3653)
F (1.6271, 3.3656, 2.0597)
F (1.5972, -0.6014, -2.8280)
F (1.1749, 4.8105, 3.9682)
F (1.3734, 5.8606, 1.6602)
F (-0.9013, -0.0820, 0.4028)
F (-3.9967, -1.4179, -0.7543)
F (-6.4385, 2.5045, 1.2037)
O (2.8857, 1.6619, 0.2255)
O (-3.5380, 0.4464, 0.5722)
O (1.9930, -0.1175, 0.4942)
O (2.7231, -2.6575, -1.0301)
O (3.9139, -0.0753, -0.7092)
C (2.9338, 0.4586, -0.0007)
C (-4.4313, 2.6289, 2.3878)
C (2.0174, -1.7953, -3.2428)
C (1.4017, -4.1817, 0.5894)
C (-1.7862, -1.0417, 0.0532)
C (1.0784, -2.0615, -4.4517)
C (-3.1291, -0.4537, -0.4880)
C (1.9048, -2.9005, -2.1907)
C (2.7499, -3.6346, 0.0598)
C (-5.4342, 1.6972, 1.6113)
C (-4.8204, 0.9773, 0.3219)
H (-5.5678, 0.2870, -0.0691)
H (1.2489, -1.3717, -5.2783)
H (-1.9656, -1.6010, 0.9714)
H (1.5343, -4.9225, 1.3779)
H (0.8546, -2.9317, -1.9006)
H (-4.7111, 1.7751, -0.4127)
H (3.6623, -0.9929, -0.8369)
H (-3.9794, 3.3141, 1.6707)
H (2.1340, -3.9074, -2.5395)

Atomic forces in eV per Å
Pt 1.5 -1.0 -0.8
As -0.2 3.6 5.0
Cu -0.8 -0.2 0.8
F -0.6 -1.2 -1.2
F -0.6 -0.7 0.4
F -1.2 0.3 -1.9
F -0.9 -0.2 -0.7
F 0.1 -0.7 0.6
F 0.2 -0.8 0.5
F -0.6 -0.3 -1.5
F 0.8 -0.5 -1.2
F 0.8 -0.3 -0.5
F 0.2 0.8 1.4
F 1.0 0.0 0.6
F -0.2 -0.6 -0.6
F 1.5 0.3 -1.5
F 0.4 0.0 1.0
F 0.9 -2.5 -0.6
F -0.2 -0.7 -0.5
F -0.5 1.3 1.2
F 1.2 -0.2 -1.8
F 1.3 -1.7 0.6
F 0.8 1.3 -0.2
F -0.1 -0.4 0.7
F 0.2 0.2 -0.5
O 1.6 5.8 -0.5
O 0.3 -2.3 -1.9
O -4.0 -3.9 1.8
O -0.6 0.2 0.8
O -1.0 1.2 0.9
C 2.4 -0.4 -1.5
C 0.6 1.0 -0.4
C -1.1 -2.0 0.9
C -0.2 0.4 1.4
C -2.0 -0.8 0.9
C 0.2 -0.1 -1.8
C 0.4 2.1 1.1
C -1.3 -0.7 1.1
C -0.9 2.5 -2.2
C 1.0 -0.4 -0.2
C -1.1 2.2 0.7
H 0.2 -0.3 0.3
H 0.1 0.7 0.4
H -0.3 0.0 0.0
H 0.6 0.3 0.3
H -0.1 0.1 0.1
H -0.1 0.1 -0.1
H 0.0 -1.4 -0.3
H 0.4 -0.4 -0.4
H 0.2 0.3 -0.7

3.
# C3H8FNO

2 unconnected molecules or ions with the total composition C3H8FNO in a non-equilibrium geometry (wB97M-V/def2-TZVPD, OMol25).

Summary:
- charge = 0
- Kohn-Sham gap (alpha / beta) (eV) = 7.80 / 8.59
- DFT total energy (eV) = -9491.8914
- HOMO (alpha / beta) (eV) = -7.47 / -7.86
- LUMO (alpha / beta) (eV) = 0.32 / 0.72
- energy relative to the best compared isomer or geometry (same formula, charge and spin) (kJ/mol) = 418.0

Geometry (Å):
F (-2.5941, 0.7913, 0.3043)
O (-1.3272, -0.7634, -0.5178)
N (-0.2204, 1.0478, 0.0555)
C (2.6909, 0.0817, 0.7597)
C (-1.3370, 0.2586, 0.3008)
C (-2.2898, -1.3754, -1.0749)
H (2.4327, 0.8201, 0.0309)
H (-2.0194, -2.2261, -1.5821)
H (2.2796, -0.8992, 0.4637)
H (3.7536, -0.0247, 0.9524)
H (0.0082, 1.1133, -0.9329)
H (-3.3275, -0.9419, -1.0782)
H (-0.2264, 1.8608, 0.6019)
H (2.1769, 0.2572, 1.7168)

Atomic forces in eV per Å
F -0.1 0.9 0.2
O 2.7 -0.1 0.9
N -0.9 -1.1 -0.4
C -0.6 -1.4 1.1
C 0.1 -0.1 -0.1
C -4.1 1.0 -0.4
H 0.1 0.4 -0.3
H 0.5 -1.7 -1.1
H 0.3 0.4 -0.2
H 0.1 0.2 -0.2
H 0.0 0.5 0.2
H 1.3 -0.6 0.2
H 0.4 1.3 0.4
H 0.2 0.4 -0.3

4.
# C30H23Cl3IN2NdO4S

A molecular structure, C30H23Cl3IN2NdO4S in a non-equilibrium geometry (wB97M-V/def2-TZVPD, OMol25).

Summary:
- charge = 0
- Kohn-Sham gap (alpha / beta) (eV) = 6.30 / 6.31
- DFT total energy (eV) = -114438.4420
- HOMO (alpha / beta) (eV) = -7.13 / -7.14
- ⟨S²⟩ = 3.75
- LUMO (alpha / beta) (eV) = -0.83 / -0.83
- energy relative to the best compared isomer or geometry (same formula, charge and spin) (kJ/mol) = 42.5
- spin multiplicity = 4

Geometry (Å):
Nd (-0.3552, -0.9739, 0.6363)
I (3.1603, 5.0364, -5.5318)
Cl (1.3975, -5.0587, -2.5066)
Cl (-6.0429, 0.1550, 5.7146)
Cl (-0.5014, -3.8006, -0.7487)
S (0.9996, -3.0281, 2.3605)
O (1.3818, -0.4827, -1.2740)
O (0.8264, 1.3066, -0.1500)
O (1.0424, 0.3808, 2.2005)
O (-1.8872, -1.6523, 2.0949)
N (-1.6436, -0.4504, -1.7780)
N (-2.2168, 0.7468, 0.6283)
C (1.6035, 3.9311, -3.2762)
C (-1.4178, -0.3800, -4.1587)
C (4.8315, -1.7209, 1.8991)
C (-4.2085, -1.4999, 4.7794)
C (1.2062, -4.2286, -1.0011)
C (4.7440, -2.7181, 4.0396)
C (-3.2003, 0.9203, 1.4650)
C (2.9946, 2.2505, -4.1810)
C (-2.0391, 0.8789, -1.8007)
C (-3.2585, -1.9262, 3.9111)
C (2.5148, 3.5369, -4.2440)
C (1.1292, 3.0255, -2.3235)
C (-1.3028, -1.0228, -2.9173)
C (-4.7623, -0.2289, 4.6809)
C (2.7066, -2.5922, 2.6539)
C (1.6185, 1.7271, -2.3254)
C (-2.4742, 2.9703, -2.9175)
C (2.5108, 1.3270, -3.2662)
C (-3.4583, 0.1299, 2.6315)
C (3.4737, -1.9085, 1.6753)
C (-2.2982, 1.5043, -0.5523)
C (1.2471, 0.7632, -1.1975)
C (3.3944, -2.9990, 3.8031)
C (-2.8161, -1.1489, 2.8458)
C (-4.4315, 0.5554, 3.5502)
C (-2.1164, 1.6114, -3.0186)
C (-2.5365, 2.8391, -0.5161)
C (-2.6445, 3.5907, -1.7215)
C (-1.8503, 0.9061, -4.2124)
C (5.4626, -2.0978, 3.0581)
H (5.3759, -1.1816, 1.1404)
H (-2.7401, -2.8848, 4.0229)
H (2.8323, 0.2852, -3.2479)
H (1.6284, -0.2150, 2.6799)
H (1.4467, -4.9363, -0.2642)
H (-4.8862, 1.5757, 3.4351)
H (-2.6270, 3.3801, 0.4180)
H (-4.4748, -2.0711, 5.6788)
H (-0.9115, -2.0382, -2.7940)
H (2.9479, -1.5854, 0.7722)
H (1.6049, 0.8549, 1.5361)
H (3.6491, 1.8096, -4.9321)
H (-2.9592, 4.6645, -1.6382)
H (0.4615, 3.2738, -1.5066)
H (5.1707, -3.0313, 4.9966)
H (1.1849, 4.8862, -3.3862)
H (-2.6592, 3.4844, -3.8612)
H (-3.9513, 1.6715, 1.2820)
H (-1.9166, 1.4395, -5.1359)
H (1.7956, -3.3477, -0.9425)
H (-1.0298, -0.8882, -5.0298)
H (6.4901, -1.8652, 3.1684)
H (2.7844, -3.4550, 4.5995)

Atomic forces in eV per Å
Nd 0.6 0.0 0.1
I 0.2 -0.2 -0.3
Cl 0.2 -0.1 -1.0
Cl -0.8 0.7 0.8
Cl -0.4 0.3 0.0
S 0.4 0.7 -0.1
O 0.0 -0.5 -0.4
O -0.9 0.1 0.5
O 0.5 0.2 -0.5
O 0.0 0.6 -0.8
N 0.2 0.7 0.0
N -1.0 -0.4 0.5
C -0.7 -1.2 0.2
C 0.5 -0.3 -0.2
C -0.7 0.8 -1.1
C 0.0 0.1 1.5
C -0.6 -0.2 -0.2
C -1.1 -0.8 0.5
C 0.8 -0.7 0.1
C 0.6 -1.4 -1.4
C 0.5 -1.0 -0.5
C 0.6 -1.0 0.1
C 0.0 0.1 0.9
C 0.5 0.2 0.0
C -0.2 -0.1 1.0
C 0.6 0.4 -2.8
C 0.4 -0.1 -0.8
C -0.7 -0.7 1.3
C -0.3 0.5 -1.2
C 0.5 -0.3 -0.4
C 0.7 -0.9 0.4
C -0.5 -0.6 0.8
C 0.4 0.3 0.0
C 0.3 0.7 -0.3
C -0.8 0.1 1.0
C -0.4 0.6 -0.3
C -0.7 0.5 1.4
C -0.3 -0.7 1.4
C -0.1 1.2 -0.7
C -0.6 0.6 0.7
C 0.2 0.4 0.5
C 0.2 0.1 -0.1
H 0.3 0.0 -0.1
H -0.4 0.3 0.1
H 0.1 0.3 -0.2
H 0.2 -0.2 0.3
H 0.3 -0.5 1.2
H 0.3 -1.2 0.0
H 0.0 -0.2 0.1
H 0.1 0.0 -0.6
H -0.1 0.3 -0.4
H 0.5 0.0 0.1
H -0.7 -0.2 0.6
H 0.2 0.6 0.0
H 0.5 -1.2 -0.3
H -0.1 0.3 -0.3
H 0.0 0.2 -0.4
H -0.5 1.3 0.4
H 0.2 0.2 0.3
H -0.2 0.4 -0.3
H 0.0 0.2 -0.5
H 0.4 0.7 -0.1
H -0.3 0.0 -0.1
H 0.9 0.1 0.2
H 0.5 0.0 -0.4

5.
# C18H22N3NaOSi

A molecular structure, C18H22N3NaOSi (wB97M-V/def2-TZVPD, OMol25).

Summary:
- charge = 0
- Kohn-Sham gap (eV) = 7.63
- DFT total energy (eV) = -37835.2192
- HOMO (eV) = -7.82
- LUMO (eV) = -0.18

Geometry (Å):
Si (-1.9877, -1.8467, -4.8913)
Na (1.1127, 0.3183, -1.2817)
O (3.5692, -1.5113, 4.8843)
N (2.3750, 1.2297, 0.2656)
N (1.6513, -1.1311, 3.7415)
N (3.4476, 0.4135, 3.7054)
C (-0.9070, -1.0993, -3.6454)
C (3.2796, 1.0760, 2.4819)
C (3.8680, 2.3246, 2.3152)
C (-2.8897, 2.0868, 2.3580)
C (2.9197, -0.7977, 4.1519)
C (-3.0117, -0.5279, -5.7353)
C (-0.4945, -0.8504, 2.6999)
C (-0.6776, 1.7699, 3.5291)
C (0.5329, -0.3032, 3.4590)
C (-1.6004, -0.0866, 2.3616)
C (-0.9704, -2.7352, -6.1851)
C (-1.7089, 1.2420, 2.7586)
C (3.7006, 3.0082, 1.1274)
C (0.4298, 1.0154, 3.8856)
C (2.9371, 2.4333, 0.1264)
C (-0.1716, -0.5916, -2.7976)
C (2.5464, 0.5665, 1.4120)
C (-3.1439, -3.0796, -4.0882)
H (-2.6205, 2.7748, 1.5538)
H (2.0939, -0.4118, 1.4740)
H (-2.5760, -3.8706, -3.5923)
H (-0.4192, -1.8766, 2.3574)
H (1.4348, -2.0904, 3.9682)
H (2.7759, 2.9447, -0.8147)
H (-0.3664, -3.5211, -5.7250)
H (-2.3860, -0.5330, 1.7635)
H (4.4474, 2.7564, 3.1237)
H (-3.6732, -0.9599, -6.4919)
H (-2.3650, 0.2047, -6.2243)
H (4.1497, 3.9810, 0.9821)
H (-0.2894, -2.0396, -6.6815)
H (4.2935, 0.6348, 4.2088)
H (-3.8063, -3.5439, -4.8248)
H (-1.6068, -3.1941, -6.9474)
H (-0.7427, 2.7970, 3.8709)
H (-3.6273, 0.0050, -5.0065)
H (-3.2492, 2.6853, 3.1960)
H (-3.7131, 1.4693, 2.0017)
H (-3.7628, -2.5892, -3.3327)
H (1.2022, 1.4537, 4.5022)

Atomic forces in eV per Å
Si 0.0 0.0 0.0
Na -0.1 -0.1 -0.2
O 0.0 0.0 0.0
N 0.5 0.4 0.6
N -0.1 -0.1 0.1
N 0.0 0.0 -0.1
C 0.2 0.1 0.3
C -0.1 0.0 0.1
C 0.0 0.0 0.1
C 0.0 0.0 0.0
C -0.1 0.2 0.0
C -0.1 0.1 -0.1
C 0.0 0.0 -0.1
C 0.0 0.0 0.0
C 0.1 0.0 -0.1
C 0.0 0.0 0.0
C 0.1 -0.1 -0.1
C 0.0 0.0 0.0
C 0.0 0.0 0.0
C 0.0 0.0 0.1
C 0.0 -0.1 0.1
C -0.5 -0.4 -0.6
C 0.1 0.1 -0.1
C -0.1 -0.1 0.1
H 0.0 0.0 0.0
H 0.0 0.0 0.0
H 0.0 0.0 0.0
H 0.0 0.0 0.0
H 0.0 0.0 0.1
H 0.0 0.0 0.0
H 0.0 0.0 0.0
H 0.0 0.0 0.0
H 0.0 0.0 0.0
H 0.0 0.0 0.0
H 0.0 0.0 0.0
H 0.0 0.0 0.0
H 0.0 0.0 0.0
H 0.0 0.0 0.0
H 0.0 0.0 0.0
H 0.0 0.0 0.0
H 0.0 0.0 0.0
H 0.0 0.0 0.0
H 0.0 0.0 0.0
H 0.0 0.0 0.0
H 0.0 0.0 0.0
H 0.0 0.0 0.0

6.
# CH4NO2S

2 unconnected molecules or ions with the total composition CH4NO2S in a non-equilibrium geometry (wB97M-V/def2-TZVPD, OMol25).

Summary:
- charge = -1
- Kohn-Sham gap (eV) = 7.05
- DFT total energy (eV) = -17521.5977
- HOMO (eV) = -3.12
- LUMO (eV) = 3.93
- energy relative to the best compared isomer or geometry (same formula, charge and spin) (kJ/mol) = 330.9

Geometry (Å):
S (3.5698, 0.2653, 0.2320)
O (3.2081, 0.6607, -1.1490)
O (3.7486, -1.1954, 0.3899)
N (-0.5121, -1.0625, -0.8729)
C (-1.0557, -0.1708, -0.1894)
H (-2.1301, -0.2389, -0.0410)
H (0.5000, -0.9478, -0.9831)
H (2.1271, 0.4909, 1.0033)
H (-0.5557, 0.6831, 0.2807)

Atomic forces in eV per Å
S -1.3 0.3 0.9
O -0.2 0.0 -0.2
O 0.0 -0.2 0.0
N 0.5 -0.7 -0.6
C -0.2 0.6 0.4
H -0.2 0.1 0.1
H -0.1 0.2 0.2
H 1.3 -0.2 -0.7
H 0.2 -0.1 -0.1